No. 1
16
Properties=species:S:1:pos:R:3:forces:R:3:nbo_charge:R:1 method="wB97M-V/def2-TZVPD" max_force_ev_per_a=1.03 orbital_gap_ev=9.94 e_above_lowest_kcal_mol=157.7 molar_mass_g_mol=99.1 energy_ha=-325.68619 homo_ev=-8.9
N -1.3770 0.8257 -0.1923 -0.098 -0.359 -0.311 -0.36
O 1.5925 0.9095 1.0628 0.080 0.248 0.113 -0.68
C 0.5490 0.1710 0.5468 -0.203 -0.178 0.073 0.20
H -0.0194 0.3908 -1.8390 0.692 0.459 -0.034 0.24
C -0.1121 0.3053 -0.7776 0.274 -0.566 -0.297 -0.14
H -2.9959 -0.1150 0.8159 0.093 -0.085 0.045 0.21
H 1.9188 0.6311 -1.9272 0.380 0.111 -0.194 0.00
C 0.7300 -1.0931 -0.1198 -0.421 -0.014 -0.178 -0.43
C -0.8694 0.3363 1.1130 -0.032 0.177 0.518 -0.12
H -1.9424 -1.2271 -0.2032 0.093 -0.152 0.512 0.21
H 1.7815 -1.2418 -0.4032 -0.774 0.212 -0.653 0.23
H 0.2400 -2.0256 0.1228 -0.260 0.212 0.366 0.21
C -2.0142 -0.3250 0.3975 -0.182 -0.383 0.216 -0.26
H -1.0124 0.8456 2.0597 -0.234 0.229 -0.170 0.21
H 2.0472 -0.0921 -1.8527 0.354 0.120 -0.309 -0.01
H 1.4742 1.7893 0.6787 0.238 -0.031 0.303 0.48

No. 2
74
Properties=species:S:1:pos:R:3:forces:R:3:lowdin_charge:R:1 method="wB97M-V/def2-TZVPD" max_force_ev_per_a=2.80 orbital_gap_ev="5.96 / 5.96" e_above_lowest_kcal_mol=0.0 molar_mass_g_mol=748.7 energy_ha=-3469.16909 homo_ev="-8.9 / -8.9"
H 5.0734 1.5830 -1.1595 -0.075 0.223 0.038 0.06
F 1.7095 3.7065 3.3723 -0.745 -0.389 0.362 0.10
C -3.5088 -0.8174 2.1078 -0.008 0.139 0.101 -0.10
H -3.7584 2.1331 0.9878 0.263 0.017 -0.104 0.09
H -4.5234 -1.8171 0.4747 0.283 0.091 0.067 0.11
H 3.1939 2.1988 1.7923 0.030 -0.078 -0.034 0.07
H 1.5690 2.9426 -0.0111 0.168 0.047 -0.184 0.05
F 1.1551 1.8382 4.3983 -0.302 0.989 -0.301 0.08
H -3.1718 -3.4582 1.8909 0.036 0.091 -0.199 0.09
C 0.6658 3.0296 3.9284 0.941 -0.816 -0.075 -0.59
C -2.9952 -1.5686 -2.1826 0.775 0.395 0.018 -0.53
H 2.6244 -1.5004 1.9360 0.465 -0.081 -0.023 -0.02
C -3.4889 -1.6235 0.8071 -0.065 0.248 -0.372 -0.52
H -5.3809 0.4541 -0.3183 0.019 0.166 -0.103 0.08
H -5.1261 0.6723 -2.0699 0.075 -0.031 0.179 0.07
H -4.6658 -2.3913 -3.2284 0.040 -0.012 0.154 0.09
H 4.3485 2.8236 -0.1028 0.037 -0.101 -0.128 0.08
H 3.6682 -3.1540 -0.8171 -0.122 0.215 -0.019 0.08
Cl -0.1211 0.4791 -2.8013 -0.043 -0.063 0.690 -0.18
C 3.6703 -1.2052 1.7674 -0.133 -0.497 0.136 -0.13
H -2.2986 -3.2635 -3.3115 0.047 0.127 0.124 0.09
Pb -0.0229 -0.3657 0.1429 0.554 -2.100 -1.763 0.77
H -2.5998 2.9405 -0.1062 -0.303 -0.200 0.062 0.10
C 2.7822 -2.5867 -1.1284 -0.159 -0.289 0.115 -0.14
Cl 0.2583 -1.7610 2.3202 -0.204 0.770 -0.439 0.00
H -1.6918 -2.7659 1.2241 -0.422 -0.240 -0.096 -0.02
C 3.0429 1.1506 2.0557 -0.379 0.245 0.254 -0.14
H 4.5239 3.1203 -1.8385 -0.031 -0.073 0.144 0.09
C 1.8137 2.8494 -1.0744 -0.254 0.121 0.000 -0.13
H -2.9071 -0.7459 -2.9153 -0.154 -0.256 0.245 0.10
C 4.2972 2.3526 -1.0899 0.399 0.133 -0.076 -0.11
H 2.0591 -2.6040 -0.3003 0.315 -0.049 -0.284 0.01
H 4.9768 -1.9075 -2.4588 -0.004 0.106 0.039 0.09
C -2.9268 1.9696 0.2902 0.100 0.388 0.372 -0.13
H 5.2344 -0.9566 -0.9808 -0.101 -0.063 -0.333 0.08
H 4.1827 -1.9938 1.2082 -0.073 0.150 0.006 0.07
C 2.9035 1.8125 -1.3579 -0.512 -0.532 -0.162 -0.52
H -2.8097 1.3431 -1.7579 -0.214 -0.248 0.314 0.09
H -5.2191 2.0756 -1.0172 0.092 -0.187 0.036 0.09
P 2.6465 0.1995 -0.4583 -0.204 0.052 0.666 1.04
H 4.7227 0.4680 0.8391 -0.416 -0.127 0.000 0.11
H -2.8387 -3.6333 0.1548 -0.006 0.180 0.148 0.07
H -4.2081 0.0234 2.0682 0.165 -0.069 -0.039 0.08
H -3.8333 -1.4772 2.9233 0.062 0.119 -0.173 0.09
C -1.9123 -2.5937 -2.5309 0.049 -0.237 -0.248 -0.16
S -0.6249 2.6208 2.6062 -0.369 0.591 0.290 0.51
O -1.5252 1.7025 3.2659 0.254 0.263 -0.074 -0.31
H 2.3209 -3.1276 -1.9693 0.153 0.138 0.321 0.09
H 2.5404 -0.9296 -2.4870 0.302 -0.082 0.198 0.09
C -4.8511 1.0435 -1.0773 -0.367 0.134 -0.168 -0.11
C 4.6420 -1.0238 -1.9070 0.226 0.112 -0.158 -0.11
H 2.7792 1.5097 -2.4127 0.213 0.022 0.285 0.10
C -4.3944 -2.1700 -2.1898 -0.301 -0.043 0.043 -0.11
H -4.4184 -3.1117 -1.6286 -0.036 0.189 -0.063 0.08
H -1.6226 -3.2130 -1.6719 -0.068 0.135 -0.278 0.05
H 3.3819 0.9933 3.0839 0.160 0.060 -0.176 0.09
H 1.9597 0.9782 2.0631 0.406 0.097 0.200 0.02
H 0.1254 -1.9806 -0.9271 0.121 1.036 0.956 -0.04
H -5.1545 -1.4912 -1.7841 0.138 -0.261 -0.117 0.06
H -1.0306 -2.0776 -2.9274 -0.140 -0.192 0.227 0.01
H 4.8377 -0.1436 -2.5318 0.057 -0.193 0.190 0.08
F 0.2425 3.7292 4.9874 -0.149 -0.345 -0.852 0.14
H 2.1501 3.8255 -1.4517 -0.060 -0.214 0.106 0.09
H 0.8968 2.5754 -1.6104 0.204 0.084 0.193 0.01
O 0.1707 1.9385 1.5364 -0.458 0.346 0.414 -0.49
C -2.7558 -2.9521 1.0103 0.280 -0.152 -0.013 -0.13
H -2.0752 1.6263 0.8918 -0.497 -0.156 -0.373 -0.01
H 4.1334 -1.1357 2.7631 -0.024 0.041 -0.319 0.09
C 3.6943 0.1605 1.1047 -0.135 0.255 -0.481 -0.50
P -2.6711 -0.6797 -0.5885 -0.158 0.893 0.758 1.01
O -1.1543 3.9222 2.2357 0.609 -1.033 0.080 -0.29
C -3.3464 1.0316 -0.8387 0.606 -0.307 -0.232 -0.53
C 3.1557 -1.1680 -1.5996 -0.750 0.373 -0.025 -0.53
H -2.5194 -0.4282 2.3822 -0.201 -0.066 -0.046 0.04

No. 3
142
Properties=species:S:1:pos:R:3:forces:R:3:mulliken_spin:R:1 method="wB97M-V/def2-TZVPD" spin_multiplicity=2 max_force_ev_per_a=6.49 charge=+1 orbital_gap_ev="6.98 / 2.76" molar_mass_g_mol=1046.0 s2=0.753 energy_ha=-4194.82715 homo_ev="-10.3 / -10.3"
H 11.5266 -1.0486 -34.5152 0.180 -0.311 -0.317 0.00
O 1.8970 -6.2444 -26.3298 0.057 -0.050 -0.646 0.00
H 9.7837 -1.1243 -34.4577 -0.106 -0.137 0.343 0.00
H 10.6324 -2.5521 -29.8461 -0.546 -0.252 0.350 0.00
H -0.5930 0.1840 -22.7997 -0.239 0.118 -0.395 0.00
H 2.3572 -6.8540 -23.0712 0.064 -0.383 -0.090 0.00
H 3.5608 -0.5924 -33.4756 -0.341 -0.454 0.224 0.00
H 4.1044 -2.1185 -31.2280 0.010 0.146 -0.326 0.00
O 8.6453 -1.0937 -19.9371 0.115 -0.756 -0.887 0.00
O 1.5188 -1.4306 -32.0256 -0.335 0.179 0.318 0.00
C 2.5229 -0.5908 -31.4498 0.736 -1.071 -1.647 0.00
O 10.7498 -1.6053 -25.5384 0.443 -0.295 0.175 0.02
H 6.6922 -11.4657 -28.4270 0.144 -0.458 -0.396 0.00
S 5.9623 0.3808 -25.9278 -5.449 3.387 1.002 0.00
H 5.2385 4.2783 -25.9451 0.149 0.399 0.164 0.00
H 10.7119 -2.6410 -34.2296 0.044 -0.013 -0.137 0.00
H 9.7519 1.5390 -28.3839 0.045 0.617 -0.346 0.00
F 6.1261 -3.9213 -27.3252 1.204 1.096 1.646 0.00
C 3.4441 5.4983 -25.4251 1.472 0.695 1.400 0.00
H 11.3903 -1.7963 -24.8500 0.191 0.066 0.212 0.00
N 10.4888 -1.5510 -29.8437 0.575 0.953 0.940 0.01
F 7.5388 -3.4622 -25.5688 -1.052 -0.299 -0.877 0.00
C 4.1915 6.6105 -24.6963 0.019 0.811 -0.733 0.00
H 13.8353 -0.8921 -29.7967 0.037 -0.117 -0.008 0.00
F 5.6579 -0.6506 -23.5375 -0.358 -0.034 0.560 0.00
H 2.9768 -2.0916 -29.9125 -0.448 0.066 -0.156 0.00
H 9.5080 5.1465 -30.0922 -0.113 0.138 0.189 0.00
H 4.3505 7.4425 -25.3842 0.579 0.053 0.018 0.00
H 3.3845 -7.3866 -25.5560 -0.387 -0.347 0.097 0.00
C 4.3063 4.6544 -26.3677 -1.073 -0.343 0.242 0.00
H 6.1588 -6.7328 -27.1260 -0.435 -0.037 0.127 0.00
H 6.3479 -0.2453 -21.1394 -0.056 0.133 0.201 0.00
H 4.4753 5.1394 -27.3288 0.114 0.010 0.068 0.00
H 1.0122 -1.6602 -22.8885 0.596 0.321 0.372 0.00
F 5.4621 -2.7944 -25.5954 0.153 -0.335 0.307 0.00
H 2.0106 -1.9670 -32.6528 -0.261 -0.241 -0.134 0.00
H 2.7120 0.9060 -33.0991 -0.010 -0.030 0.076 0.00
O 8.4827 -1.7713 -27.7916 0.187 -0.165 1.798 0.00
H 3.1569 -4.5069 -24.5779 -0.460 0.091 -0.286 0.00
H 9.0900 -0.2629 -20.1222 -0.170 0.237 0.396 0.00
H 2.6319 5.9813 -25.9678 -0.346 -0.529 0.109 0.00
H 8.9916 0.4888 -22.8919 -0.283 0.329 -0.017 0.00
H 8.4406 -11.0241 -28.4167 0.136 -0.635 -0.561 0.00
C 7.6130 -11.4440 -27.8424 -0.232 1.262 0.175 0.00
H 4.1278 -0.8335 -30.0169 0.231 0.140 -0.178 0.00
C 10.6894 -1.5668 -34.0451 0.846 0.218 0.549 0.00
O 7.4063 -10.4972 -26.8114 -0.901 -0.101 0.660 0.00
H 1.2121 -5.6812 -25.9602 -0.146 0.104 -0.230 0.00
H 8.2578 4.6878 -31.2182 -0.125 -0.771 0.006 0.00
C 1.8329 -6.8517 -24.0264 0.232 -0.770 -0.672 0.00
H 6.4986 3.7928 -23.7702 -0.220 -0.175 -0.110 0.00
H 8.4451 0.4469 -17.6626 0.414 -0.021 -0.847 0.00
C 3.2755 0.0800 -32.6663 0.002 0.528 1.724 0.00
C 1.0900 2.1797 -22.0682 0.865 1.037 0.672 0.00
O 2.9253 4.7265 -24.3468 -1.189 -0.869 -0.423 0.00
H 0.1958 -2.7042 -24.5192 -0.042 0.004 -0.571 0.00
C 6.4514 0.0739 -20.1044 1.330 -0.482 2.584 0.00
C 5.7158 0.5480 -24.0690 -0.888 0.747 -1.924 0.00
H 1.6866 2.5677 -21.2416 0.165 -0.316 0.131 0.00
H 3.0565 -0.5700 -23.9131 -0.168 0.337 0.294 0.00
C 2.2322 -0.9314 -24.5305 1.520 0.449 1.156 0.00
H 7.3949 1.6650 -28.7793 -0.100 0.323 0.699 -0.01
C 11.8041 -1.7421 -31.8419 1.390 1.059 0.293 0.00
H 8.0885 -1.1301 -17.0608 0.539 -0.775 -0.908 0.00
O 7.4234 3.9357 -23.9801 0.208 -0.007 -0.021 0.00
C 7.3315 2.6020 -29.3338 -1.190 -1.882 -0.695 0.00
Ag 9.5440 0.2478 -25.7385 -0.602 0.045 -0.983 0.60
H 0.9830 -6.1783 -23.9034 0.315 0.705 -0.319 0.00
H 7.8417 -12.4113 -27.3982 0.015 0.135 -0.075 0.00
H 6.0550 -6.4114 -25.3631 0.258 -0.224 0.002 0.00
S 7.1939 -1.4287 -27.2383 -0.807 -0.699 -3.391 -0.02
N -0.0304 -1.7216 -24.5702 -0.729 0.991 -0.046 0.00
H 7.7688 5.1690 -29.6043 0.170 0.646 -0.191 0.00
C 3.6945 -5.3870 -24.9361 -0.497 0.289 0.178 0.00
O 9.7415 0.6813 -27.9425 -0.080 -0.093 1.580 0.11
H 2.2292 -0.2442 -25.3770 -0.371 -0.255 -0.254 0.00
H 9.7211 -0.8432 -22.9537 0.057 -0.415 0.001 0.00
H 10.1638 0.0792 -28.5660 0.068 -1.278 -0.264 0.00
H 2.0327 0.0828 -30.7476 -0.098 0.352 -0.484 0.00
H 8.5296 2.9536 -25.0708 -0.796 0.211 0.406 0.00
H 11.8096 -2.8202 -31.6680 -0.360 -0.288 -0.068 0.00
H 9.7291 -1.3553 -30.4821 -0.148 -0.100 -0.138 0.00
C 11.7403 -1.0380 -30.4102 -0.158 -1.576 -1.799 0.00
H 6.8862 -1.8062 -19.1282 0.429 -0.310 -0.455 0.00
C 7.4119 -0.8630 -19.2763 0.040 0.757 1.312 0.00
H 3.7006 3.7587 -26.5120 0.085 -0.107 -0.484 0.00
H 11.6655 0.0337 -30.5959 0.114 0.095 0.278 0.00
H 6.1698 -9.0709 -27.8440 -0.190 -0.398 0.011 0.00
C 7.0547 -8.3426 -25.9579 -1.413 0.498 -0.804 0.00
H 10.9553 -2.2257 -26.2419 -0.247 -0.074 -0.490 0.00
O 4.7965 -0.4347 -26.2765 2.164 0.749 0.583 0.04
H 6.5540 3.2660 -28.9589 -0.090 -0.312 0.056 0.00
O 9.7042 2.5093 -29.9098 0.448 -0.322 0.998 0.01
C 8.6087 3.2936 -29.3958 1.273 1.855 -1.668 0.00
C 6.6482 -6.8565 -26.1592 1.376 -0.785 -1.013 0.00
C 2.7447 -6.5573 -25.2542 -0.161 1.328 1.657 0.00
H 0.4199 1.1168 -23.9974 -0.347 -0.087 -0.273 0.00
O 1.2536 0.7826 -22.1618 -0.598 0.628 -0.621 0.00
H 4.3357 -5.5856 -24.0764 0.384 -0.429 -0.278 0.00
H 7.6689 4.7142 -23.4765 0.119 0.211 0.043 0.00
O 6.2554 -1.0470 -28.3091 1.421 -0.411 2.424 0.00
H 6.1579 -8.7680 -25.5026 0.352 -0.376 0.925 0.00
H 5.5406 0.0556 -19.5057 -0.432 0.013 -0.622 0.00
O 9.2682 2.4646 -25.4503 0.602 0.203 -0.189 0.00
O 9.2881 -0.1876 -23.5050 0.117 0.162 -0.211 0.05
H 0.0940 2.5857 -21.8817 -0.498 -0.703 0.002 0.00
H 7.0612 2.1813 -30.3044 -0.290 0.583 -0.414 0.00
H 8.5534 -9.4397 -25.1516 0.085 0.025 0.051 0.00
C 6.4992 -3.0565 -26.3330 0.472 0.731 -1.273 0.01
H 6.8644 1.0666 -19.9193 -0.092 0.337 -0.805 0.00
H 1.4396 2.7196 -22.9506 0.135 -0.226 -0.361 0.00
H 6.9321 -0.0325 -17.2106 -0.793 0.138 -0.625 0.00
O 10.7526 -1.2830 -32.6497 -1.020 0.316 0.788 0.00
H 0.1363 -1.3211 -25.4835 -0.541 -0.831 -0.606 0.00
H 3.6362 4.2958 -23.8660 0.167 0.040 -0.135 0.00
C 8.5430 4.6458 -30.1671 -0.119 -0.298 1.146 0.00
O 5.9786 1.7303 -26.4566 0.430 -0.778 0.602 0.01
H 12.7734 -1.5193 -32.2941 0.180 0.128 -0.288 0.00
H 8.8770 3.5450 -28.3681 0.483 0.055 0.031 0.00
H 9.9670 3.1149 -25.5433 0.230 0.066 -0.073 0.00
N 8.2448 -8.4780 -25.1552 -0.436 -0.514 0.662 0.00
H 2.6220 -1.9157 -24.7919 -0.487 -0.119 -0.502 0.00
N 7.3878 -0.2447 -25.9638 0.669 -3.527 -2.142 0.15
C 12.9511 -1.4694 -29.5277 -0.853 0.648 -1.054 0.00
C 0.3966 0.3428 -23.2290 0.894 -1.103 0.290 0.00
H 7.5995 -6.3418 -26.3064 -0.037 0.545 0.280 0.00
F 4.6311 1.3194 -23.8151 0.483 -1.112 -0.098 0.00
H 9.0284 -7.8575 -25.2946 -0.339 0.164 -0.489 0.00
H 1.3094 -7.7813 -24.2530 0.302 -0.374 0.477 0.00
H 12.7402 -1.2978 -28.4723 -0.056 -0.097 -0.001 0.00
H 5.1264 6.2490 -24.2661 0.206 0.038 -0.170 0.00
H 7.9579 -8.8725 -27.8401 -0.059 0.345 -0.581 0.00
H 4.2423 -5.0888 -25.8293 0.156 -0.130 0.148 0.00
C 0.9359 -1.0064 -23.7590 -0.213 -0.312 0.697 0.00
H 4.2200 0.4416 -32.2566 0.080 0.410 -0.194 0.00
C 7.7717 -0.3995 -17.8059 -1.252 0.805 0.625 0.00
H 9.5772 2.1464 -30.7903 -0.531 0.178 -0.109 0.00
H 13.1385 -2.5242 -29.7296 0.131 -0.063 0.282 0.00
F 6.7369 1.2181 -23.5935 1.508 0.510 1.016 0.00
H 3.6064 7.0322 -23.8793 -0.225 -0.246 -0.056 0.00
C 3.4762 -1.4492 -30.6386 0.450 -0.024 0.808 0.00
C 7.0854 -9.1888 -27.2629 1.779 0.470 0.995 0.00